No. 1
Density functional theory data (wB97M-V/def2-TZVPD) for a single C2H2N2O2 molecule.

```
8
Properties=species:S:1:pos:R:3
O 1.844 1.465 -0.381
C 1.779 0.424 0.218
N 0.659 -0.394 0.136
C -0.416 -0.106 -0.350
N -1.534 0.122 -0.830
O -2.303 -0.953 -0.218
H 2.586 -0.007 0.817
H -2.614 -0.552 0.608
```

Output
- HOMO-LUMO gap: 9.96 eV
- Electronic energy: -337.2772 a.u.
- SMILES string: O=CN=C=NO
- E_HOMO: -10.389 eV
- Relative energy (zero: lowest compared OMol25 entry of this formula, charge and spin): 92.4 kcal/mol
- Net charge: 0
- LUMO: -0.0156 Eh

***

No. 2
Density functional theory data (wB97M-V/def2-TZVPD) for a molecular structure, C2H2N2O2.

```
8
Properties=species:S:1:pos:R:3
O -2.200 0.799 0.234
C -0.405 0.272 -0.139
N -1.086 1.136 -0.722
O 1.956 -0.400 -1.100
C 1.500 -0.933 -0.121
N 0.280 -0.558 0.442
H -2.029 1.424 0.960
H 1.998 -1.732 0.434
```

Output
- HOMO-LUMO gap: 10.08 eV
- Electronic energy: -337.2646 a.u.
- E_HOMO: -10.392 eV
- Relative energy (zero: lowest compared OMol25 entry of this formula, charge and spin): 100.3 kcal/mol
- Net charge: 0
- LUMO: -0.0115 Eh

***

No. 3
Density functional theory data (wB97M-V/def2-TZVPD) for a molecular structure, C2H2N2O2.

```
8
Properties=species:S:1:pos:R:3
C 0.598 -0.140 -0.056
C -1.332 0.446 0.007
H 2.706 -0.620 0.029
H -2.101 1.283 0.316
N -0.192 -1.205 -0.122
N -1.461 -0.782 -0.022
O 1.906 -0.005 0.022
O -0.124 1.023 -0.176
```

Output
- HOMO-LUMO gap: 9.92 eV
- Electronic energy: -337.3286 a.u.
- E_HOMO: -9.618 eV
- Relative energy (zero: lowest compared OMol25 entry of this formula, charge and spin): 60.2 kcal/mol
- Net charge: 0
- LUMO: 0.0110 Eh

***

No. 4
Density functional theory data (wB97M-V/def2-TZVPD) for 2 unconnected molecules or ions with the total composition C2H2N2O2.

```
8
Properties=species:S:1:pos:R:3
O -1.639 -1.272 -0.045
C -1.571 -0.097 -0.098
N -0.989 1.010 0.435
O -1.777 1.012 -0.800
H 0.120 1.113 0.449
C 2.008 -0.567 0.038
N 1.581 0.460 -0.183
H 2.267 -1.659 0.205
```

Output
- HOMO-LUMO gap: 10.74 eV
- Electronic energy: -337.2644 a.u.
- SMILES string: O=C1NO1.C#N
- E_HOMO: -10.012 eV
- Relative energy (zero: lowest compared OMol25 entry of this formula, charge and spin): 100.4 kcal/mol
- Net charge: 0
- LUMO: 0.0267 Eh

***

No. 5
Density functional theory data (wB97M-V/def2-TZVPD) for 2 unconnected molecules or ions with the total composition C2H2N2O2.

```
8
Properties=species:S:1:pos:R:3
C 0.250 0.450 2.661
C -0.254 0.269 -0.178
N 0.381 0.669 3.766
N -1.011 1.414 -0.387
O -0.425 2.483 -0.449
O -2.216 1.264 -0.531
H 0.818 0.350 -0.243
H -0.770 -0.671 -0.077
```

Output
- HOMO-LUMO gap (alpha / beta): 11.23 / 6.24 eV
- Electronic energy: -337.0838 a.u.
- E_HOMO (alpha / beta): -10.863 / -11.385 eV
- Relative energy (zero: lowest compared OMol25 entry of this formula, charge and spin): 56.6 kcal/mol
- Net charge: 0
- Multiplicity: 3
- LUMO (alpha / beta): 0.0133 / -0.1889 Eh

***

No. 6
Density functional theory data (wB97M-V/def2-TZVPD) for 2 unconnected molecules or ions with the total composition C2H2N2O2S.

```
9
Properties=species:S:1:pos:R:3
C 2.315 -0.062 0.778
C -0.820 -0.625 -0.471
N 3.231 -0.014 0.044
N -1.328 0.669 -0.242
O -2.319 0.891 0.361
O -0.667 1.484 -0.855
S 1.112 -0.077 1.860
H -1.560 -1.423 -0.374
H 0.037 -0.844 -1.100
```

Output
- HOMO-LUMO gap (alpha / beta): 5.74 / 5.73 eV
- Electronic energy: -735.3323 a.u.
- E_HOMO (alpha / beta): -10.048 / -10.044 eV
- Relative energy (zero: lowest compared OMol25 entry of this formula, charge and spin): 160.0 kcal/mol
- Net charge: 0
- LUMO (alpha / beta): -0.1584 / -0.1586 Eh

***

No. 7
Density functional theory data (wB97M-V/def2-TZVPD) for a single C2H2N2O2S molecule.

```
9
Properties=species:S:1:pos:R:3
N -2.527 0.549 0.904
C -1.480 0.493 0.492
C -0.274 0.167 -0.227
N -0.617 -1.388 -0.986
S -0.544 -2.565 -0.099
O -1.017 -3.807 -0.544
O 0.017 -2.386 1.217
H -0.159 0.625 -1.238
H 0.541 -0.090 0.540
```

Output
- HOMO-LUMO gap: 11.09 eV
- Electronic energy: -735.4680 a.u.
- SMILES string: N#CCN=S(=O)=O
- E_HOMO: -11.550 eV
- Relative energy (zero: lowest compared OMol25 entry of this formula, charge and spin): 74.9 kcal/mol
- Net charge: 0
- LUMO: -0.0169 Eh

***

No. 8
Density functional theory data (wB97M-V/def2-TZVPD) for 2 unconnected molecules or ions with the total composition C2H2N2O3.

```
9
Properties=species:S:1:pos:R:3
C 1.348 -1.996 1.017
C -1.510 -0.027 -0.582
N 1.558 -0.941 0.543
N 1.783 0.337 0.740
O -2.706 0.110 -0.437
O 2.305 0.894 -0.166
O -0.608 0.864 -0.290
H -1.122 -0.971 -0.874
H -1.048 1.730 0.050
```

Output
- HOMO-LUMO gap: 9.48 eV
- Electronic energy: -412.4755 a.u.
- E_HOMO: -11.013 eV
- Relative energy (zero: lowest compared OMol25 entry of this formula, charge and spin): 110.1 kcal/mol
- Net charge: 0
- LUMO: -0.0563 Eh

***

No. 9
Density functional theory data (wB97M-V/def2-TZVPD) for a molecular structure, C2H2N2O3.

```
9
Properties=species:S:1:pos:R:3
C -0.945 0.380 -0.347
C 1.024 0.493 -0.340
N 0.001 1.423 -0.473
N -0.022 -0.573 -0.637
O -2.069 0.354 -0.008
O 2.152 0.464 -0.038
O -0.077 -1.961 -0.303
H -0.183 2.375 -0.697
H -0.948 -2.044 0.100
```

Output
- HOMO-LUMO gap: 10.84 eV
- Electronic energy: -412.5777 a.u.
- E_HOMO: -10.263 eV
- Relative energy (zero: lowest compared OMol25 entry of this formula, charge and spin): 46.0 kcal/mol
- Net charge: 0
- LUMO: 0.0213 Eh

***

No. 10
Density functional theory data (wB97M-V/def2-TZVPD) for a molecular structure, C2H2N2O3.

```
9
Properties=species:S:1:pos:R:3
C 2.269 -0.309 0.103
C -1.221 -0.687 -0.344
N 1.144 -0.129 0.550
N -0.324 0.403 -0.353
O 3.340 -0.455 -0.281
O -2.418 -0.546 -0.261
O -0.714 1.572 0.084
H -1.432 1.705 0.843
H -0.645 -1.554 -0.340
```

Output
- HOMO-LUMO gap: 8.91 eV
- Electronic energy: -412.4905 a.u.
- E_HOMO: -10.285 eV
- Relative energy (zero: lowest compared OMol25 entry of this formula, charge and spin): 100.7 kcal/mol
- Net charge: 0
- LUMO: -0.0505 Eh

***

No. 11
Density functional theory data (wB97M-V/def2-TZVPD) for 2 unconnected molecules or ions with the total composition C2H2N2O3.

```
9
Properties=species:S:1:pos:R:3
N -2.194 -0.119 -0.736
N -0.970 -0.625 -0.395
C 0.115 -0.712 -0.868
O 1.273 -0.721 -1.018
H -2.246 0.779 -1.066
H -2.906 -0.464 -0.082
O 3.392 0.610 1.065
C 2.315 0.676 1.387
O 1.222 0.577 1.713
```

Output
- HOMO-LUMO gap: 9.51 eV
- Electronic energy: -412.6238 a.u.
- SMILES string: NN=C=O.O=C=O
- E_HOMO: -9.015 eV
- Relative energy (zero: lowest compared OMol25 entry of this formula, charge and spin): 17.1 kcal/mol
- Net charge: 0
- LUMO: 0.0183 Eh

***

No. 12
Density functional theory data (wB97M-V/def2-TZVPD) for a single C2H2N2O3 molecule.

```
9
Properties=species:S:1:pos:R:3
O -2.132 0.072 -0.133
C -0.959 0.354 -0.160
N -0.177 1.422 -0.250
C 1.117 0.341 0.058
O 2.231 0.595 0.105
N 0.145 -0.578 -0.052
O 0.283 -1.958 -0.137
H -0.210 2.319 0.237
H -0.300 -2.566 0.333
```

Output
- HOMO-LUMO gap: 10.92 eV
- Electronic energy: -412.5577 a.u.
- SMILES string: O=C1NC(=O)N1O
- E_HOMO: -10.518 eV
- Relative energy (zero: lowest compared OMol25 entry of this formula, charge and spin): 58.5 kcal/mol
- Net charge: 0
- LUMO: 0.0147 Eh

***

No. 13
Density functional theory data (wB97M-V/def2-TZVPD) for 2 unconnected molecules or ions with the total composition C2H2N2O3.

```
9
Properties=species:S:1:pos:R:3
H -0.957 1.754 -0.534
N -0.461 0.920 -0.293
C -1.089 -0.127 0.039
N -0.855 -1.379 0.495
O -0.893 -2.432 -0.080
H -2.270 -0.334 0.176
O 2.445 1.613 -0.107
C 2.138 0.537 0.045
O 1.943 -0.552 0.260
```

Output
- HOMO-LUMO gap (alpha / beta): 8.79 / 8.78 eV
- Electronic energy: -412.5266 a.u.
- SMILES string: [H]/N=C/N=O.O=C=O
- E_HOMO (alpha / beta): -9.523 / -9.522 eV
- Relative energy (zero: lowest compared OMol25 entry of this formula, charge and spin): 78.1 kcal/mol
- Net charge: 0
- LUMO (alpha / beta): -0.0271 / -0.0271 Eh

***

No. 14
Density functional theory data (wB97M-V/def2-TZVPD) for a molecular structure, C2H2N2O4.

```
10
Properties=species:S:1:pos:R:3
C 1.150 -0.261 -0.177
C 0.029 0.701 -0.212
H 2.627 0.842 0.272
H -3.195 -0.013 0.321
N 0.638 -1.400 -0.044
N -1.177 -0.113 -0.593
O 2.364 -0.156 0.290
O -0.556 -1.523 -0.255
O -1.976 0.046 0.612
O 0.097 1.879 -0.215
```

Output
- HOMO-LUMO gap: 9.04 eV
- Electronic energy: -487.6375 a.u.
- E_HOMO: -9.520 eV
- Relative energy (zero: lowest compared OMol25 entry of this formula, charge and spin): 135.7 kcal/mol
- Net charge: 0
- LUMO: -0.0174 Eh

***

No. 15
Density functional theory data (wB97M-V/def2-TZVPD) for 3 unconnected molecules or ions with the total composition C2H2N2O4.

```
10
Properties=species:S:1:pos:R:3
C 0.374 0.493 -0.442
C -2.649 -0.470 3.688
N -0.597 1.101 -0.289
N 2.053 -2.619 0.371
O -2.805 0.357 4.463
O 2.110 -1.915 -0.812
O -2.488 -1.287 2.904
O 2.633 -3.656 0.344
H -1.481 1.554 -0.191
H 1.603 -1.085 -0.681
```

Output
- HOMO-LUMO gap: 10.04 eV
- Electronic energy: -487.7881 a.u.
- E_HOMO: -9.896 eV
- Relative energy (zero: lowest compared OMol25 entry of this formula, charge and spin): 41.2 kcal/mol
- Net charge: 0
- LUMO: 0.0053 Eh

***

No. 16
Density functional theory data (wB97M-V/def2-TZVPD) for a single C2H2N2OP2 molecule.

```
9
Properties=species:S:1:pos:R:3
O 0.160 -1.310 1.030
C 0.309 -0.380 0.284
C 1.214 0.855 0.407
P 1.007 2.173 -0.582
N -0.254 1.932 -1.578
N -1.017 0.957 -1.694
P -0.542 -0.604 -1.368
H 1.813 1.127 1.328
H -1.614 -0.945 -0.642
```

Output
- HOMO-LUMO gap (alpha / beta): 7.05 / 7.05 eV
- Electronic energy: -944.7410 a.u.
- SMILES string: O=c1cpnn[pH]1
- E_HOMO (alpha / beta): -8.966 / -8.964 eV
- Relative energy (zero: lowest compared OMol25 entry of this formula, charge and spin): 0.0 kcal/mol
- Net charge: 0
- LUMO (alpha / beta): -0.0705 / -0.0704 Eh

***

No. 17
Density functional theory data (wB97M-V/def2-TZVPD) for 2 unconnected molecules or ions with the total composition C2H2N2OS.

```
8
Properties=species:S:1:pos:R:3
C 2.128 2.067 0.979
N 1.475 1.215 1.526
S 0.439 0.112 1.865
H 2.839 2.732 1.257
N 0.944 -2.843 -1.797
C -0.143 -3.111 -1.405
O -1.191 -3.124 -0.881
H 1.525 -3.240 -2.507
```

Output
- HOMO-LUMO gap: 8.58 eV
- Electronic energy: -660.2667 a.u.
- SMILES string: C#[N+][S-].N=C=O
- E_HOMO: -8.768 eV
- Relative energy (zero: lowest compared OMol25 entry of this formula, charge and spin): 50.9 kcal/mol
- Net charge: 0
- LUMO: -0.0069 Eh

***

No. 18
Density functional theory data (wB97M-V/def2-TZVPD) for a single C2H2N2OS molecule.

```
8
Properties=species:S:1:pos:R:3
C 0.483 2.228 0.867
C 0.018 -0.015 0.187
N 1.196 3.118 1.051
N -0.228 1.227 0.367
O -0.363 -2.355 -0.851
S -1.232 -0.988 -0.402
H 0.926 -0.431 0.430
H -0.800 -2.785 -1.649
```

Output
- HOMO-LUMO gap (alpha / beta): 6.00 / 6.36 eV
- Electronic energy: -660.1544 a.u.
- E_HOMO (alpha / beta): -6.491 / -9.960 eV
- Relative energy (zero: lowest compared OMol25 entry of this formula, charge and spin): 49.8 kcal/mol
- Net charge: 0
- Multiplicity: 3
- LUMO (alpha / beta): -0.0182 / -0.1321 Eh

***

No. 19
Density functional theory data (wB97M-V/def2-TZVPD) for a gas-phase ion, C2H2N2PS (charge -1).

```
8
Properties=species:S:1:pos:R:3
C 0.569 0.798 -0.219
C -0.010 -0.382 -0.824
N 1.702 0.949 0.379
N -1.228 -0.573 -0.812
P 2.875 0.117 1.026
S 4.351 0.981 0.193
H 0.024 1.712 -0.422
H 0.602 -1.175 -1.197
```

Output
- HOMO-LUMO gap (alpha / beta): 5.64 / 5.99 eV
- Electronic energy: -926.4346 a.u.
- E_HOMO (alpha / beta): -2.465 / -2.797 eV
- Relative energy (zero: lowest compared OMol25 entry of this formula, charge and spin): 57.6 kcal/mol
- Net charge: -1
- LUMO (alpha / beta): 0.1166 / 0.1172 Eh

***

No. 20
Density functional theory data (wB97M-V/def2-TZVPD) for a gas-phase ion, C2H2N3O (charge +1).

```
8
Properties=species:S:1:pos:R:3
C 0.168 0.728 -0.014
C 0.760 -1.572 -0.207
N -0.839 1.557 0.107
N -1.707 2.270 0.370
N -0.058 -0.632 -0.019
O 1.429 -2.481 -0.128
H 1.252 1.005 -0.077
H -1.005 -0.875 -0.032
```

Output
- HOMO-LUMO gap: 8.10 eV
- Electronic energy: -316.5153 a.u.
- E_HOMO: -13.882 eV
- Relative energy (zero: lowest compared OMol25 entry of this formula, charge and spin): 46.9 kcal/mol
- Net charge: +1
- LUMO: -0.2126 Eh

***

Computed F_max, in the same sequence as the records: 0.015, 0.014, 0.165, 0.079, 0.062, 0.057, 0.082, 0.066, 0.045, 0.061, 0.078, 0.091, 0.083, 0.122, 0.034, 0.057, 0.100, 0.134, 0.057, 0.069 Eh/bohr.